(1)
{
  "formula": "C48H112N4O10",
  "method": "ωB97M-V/def2-TZVPD",
  "e_tot_ev": -78015.6580,
  "homo_lumo_gap_ev": 8.224,
  "smiles": "CC1(C)CCCC(C)(C)N1O.CC1(C)CCCC(C)(C)N1O.CC1(C)CCCC(C)(C)N1O.CC1(C)CCCC(C)(C)N1O.CCO.CCO.CCO.CCO.CCO.CCO",
  "homo_energy_ev": -7.83,
  "e_above_lowest_ev": 7.931,
  "charge": 0,
  "elements": ["C", "C", "C", "C", "C", "C", "C", "C", "C", "N", "O", "H", "H", "H", "H", "H", "H", "H", "H", "H", "H", "H", "H", "H", "H", "H", "H", "H", "H", "H", "C", "C", "C", "C", "C", "C", "C", "C", "C", "N", "O", "H", "H", "H", "H", "H", "H", "H", "H", "H", "H", "H", "H", "H", "H", "H", "H", "H", "H", "H", "C", "C", "C", "C", "C", "C", "C", "C", "C", "N", "O", "H", "H", "H", "H", "H", "H", "H", "H", "H", "H", "H", "H", "H", "H", "H", "H", "H", "H", "H", "C", "C", "C", "C", "C", "C", "C", "C", "C", "N", "O", "H", "H", "H", "H", "H", "H", "H", "H", "H", "H", "H", "H", "H", "H", "H", "H", "H", "H", "H", "C", "C", "O", "H", "H", "H", "H", "H", "H", "C", "C", "O", "H", "H", "H", "H", "H", "H", "C", "C", "O", "H", "H", "H", "H", "H", "H", "C", "C", "O", "H", "H", "H", "H", "H", "H", "C", "C", "O", "H", "H", "H", "H", "H", "H", "C", "C", "O", "H", "H", "H", "H", "H", "H"],
  "xyz": [[0.287, -1.598, -7.492], [0.875, -2.103, -6.129], [1.843, -1.082, -5.648], [-0.246, -2.232, -5.096], [0.097, -3.103, -3.955], [0.505, -4.515, -4.387], [1.741, -4.536, -5.357], [3.119, -4.391, -4.687], [1.691, -5.877, -6.138], [1.494, -3.504, -6.379], [2.365, -3.485, -7.379], [1.094, -1.454, -8.211], [-0.352, -2.418, -7.818], [-0.209, -0.629, -7.438], [1.688, -0.064, -6.005], [1.841, -1.057, -4.558], [2.848, -1.335, -5.985], [-0.670, -1.267, -4.822], [-1.099, -2.724, -5.563], [0.939, -2.681, -3.408], [-0.723, -3.156, -3.239], [-0.362, -4.967, -4.870], [0.882, -4.968, -3.470], [3.259, -5.284, -4.079], [3.016, -3.456, -4.137], [3.956, -4.472, -5.380], [2.618, -5.989, -6.701], [0.771, -5.911, -6.722], [1.658, -6.680, -5.402], [1.896, -3.816, -8.148], [-0.419, 2.293, -2.929], [-0.998, 1.716, -1.512], [-2.392, 2.318, -1.215], [-1.056, 0.187, -1.415], [0.346, -0.446, -1.335], [1.107, 0.139, -0.177], [1.131, 1.637, -0.188], [1.607, 1.993, 1.289], [2.230, 2.106, -1.195], [-0.163, 2.165, -0.393], [-0.314, 3.535, -0.099], [0.172, 1.641, -3.573], [-1.381, 2.412, -3.428], [0.121, 3.239, -2.948], [-2.679, 1.918, -0.243], [-2.388, 3.408, -1.253], [-3.119, 2.197, -2.019], [-1.687, -0.252, -0.643], [-1.510, -0.064, -2.373], [0.186, -1.514, -1.183], [0.839, -0.255, -2.288], [2.129, -0.232, -0.243], [0.593, -0.162, 0.736], [0.917, 1.634, 2.053], [1.720, 3.075, 1.360], [2.621, 1.601, 1.362], [3.202, 2.019, -0.709], [2.089, 3.163, -1.421], [2.353, 1.717, -2.206], [-1.171, 3.507, 0.334], [3.319, -4.487, 2.089], [2.345, -3.524, 2.803], [1.048, -3.124, 1.966], [1.750, -4.324, 4.060], [2.582, -4.239, 5.349], [2.962, -2.787, 5.606], [3.791, -2.125, 4.436], [3.821, -0.629, 4.924], [5.133, -2.737, 4.307], [2.967, -2.199, 3.156], [3.397, -1.424, 2.097], [4.260, -4.759, 2.569], [2.939, -5.444, 1.731], [3.791, -4.024, 1.222], [0.279, -2.827, 2.679], [1.205, -2.314, 1.255], [0.653, -4.072, 1.602], [0.720, -4.051, 4.287], [1.661, -5.392, 3.861], [2.023, -4.699, 6.164], [3.472, -4.861, 5.258], [3.604, -2.950, 6.472], [1.984, -2.372, 5.846], [2.893, -0.058, 4.948], [4.351, -0.141, 4.106], [4.283, -0.588, 5.910], [5.391, -3.774, 4.095], [5.698, -2.416, 5.182], [5.779, -2.383, 3.503], [2.642, -0.860, 1.911], [-4.803, -3.163, 2.115], [-3.692, -2.209, 2.568], [-2.360, -2.877, 2.037], [-3.793, -0.826, 1.967], [-2.798, 0.212, 2.440], [-2.934, 0.392, 3.962], [-2.768, -0.989, 4.672], [-1.238, -1.252, 4.663], [-3.268, -0.809, 6.187], [-3.637, -2.060, 4.086], [-3.397, -3.258, 4.642], [-4.843, -4.162, 2.550], [-5.772, -2.719, 2.343], [-4.881, -3.369, 1.048], [-1.617, -2.135, 1.742], [-1.670, -3.516, 2.588], [-2.655, -3.486, 1.182], [-3.428, -0.974, 0.950], [-4.787, -0.479, 1.682], [-1.802, 0.139, 2.004], [-3.117, 1.139, 1.964], [-3.835, 0.973, 4.159], [-2.063, 0.988, 4.238], [-0.725, -1.112, 3.711], [-0.893, -2.253, 4.921], [-0.817, -0.489, 5.318], [-3.062, -1.686, 6.802], [-4.346, -0.710, 6.313], [-2.666, -0.014, 6.628], [-2.447, -3.297, 4.512], [5.614, 5.953, -0.833], [4.378, 5.035, -0.702], [3.237, 5.947, -0.672], [5.875, 6.489, 0.080], [5.719, 6.761, -1.557], [6.347, 5.147, -0.840], [4.383, 4.401, 0.184], [4.132, 4.494, -1.616], [2.990, 6.201, 0.220], [2.985, 5.529, 3.838], [3.030, 6.872, 3.103], [2.128, 6.865, 2.042], [3.649, 5.638, 4.696], [3.315, 4.737, 3.166], [1.921, 5.396, 4.035], [4.045, 7.073, 2.761], [2.691, 7.598, 3.842], [1.453, 7.548, 2.025], [-6.175, 1.306, -1.528], [-7.043, 0.959, -0.342], [-8.345, 1.425, -0.401], [-6.608, 1.105, -2.508], [-5.203, 0.830, -1.396], [-6.038, 2.384, -1.451], [-6.460, 1.109, 0.567], [-7.189, -0.121, -0.383], [-8.840, 1.250, 0.403], [-4.968, 4.021, -4.746], [-6.405, 4.276, -4.397], [-6.317, 4.915, -3.100], [-4.381, 4.939, -4.725], [-4.940, 3.733, -5.796], [-4.436, 3.264, -4.170], [-6.970, 3.344, -4.407], [-6.940, 5.009, -5.001], [-7.183, 4.862, -2.690], [4.887, -2.124, -2.161], [4.991, -1.037, -1.153], [5.715, -1.507, 0.000], [5.882, -2.323, -2.559], [4.178, -1.885, -2.954], [4.406, -3.011, -1.748], [4.063, -0.567, -0.828], [5.505, -0.236, -1.684], [5.002, -1.754, 0.593], [-4.668, 4.142, 2.147], [-4.468, 5.287, 1.335], [-3.426, 5.133, 0.434], [-4.834, 4.402, 3.192], [-3.770, 3.531, 2.060], [-5.539, 3.583, 1.805], [-4.439, 6.155, 1.993], [-5.311, 5.531, 0.689], [-3.162, 6.026, 0.203]],
  "lowdin_charge": [-0.03, -0.46, -0.05, -0.17, -0.21, -0.10, -0.50, -0.02, -0.04, -0.16, -0.01, 0.08, 0.08, 0.08, 0.09, 0.06, 0.09, 0.12, 0.12, 0.09, 0.12, 0.12, 0.12, 0.08, 0.06, 0.09, 0.08, 0.08, 0.08, 0.11, 0.01, -0.43, -0.03, -0.11, -0.16, -0.18, -0.50, 0.00, -0.02, -0.13, 0.00, 0.06, 0.06, 0.08, 0.08, 0.08, 0.07, 0.11, 0.11, 0.11, 0.10, 0.10, 0.11, 0.08, 0.07, 0.07, 0.07, 0.07, 0.08, 0.07, -0.03, -0.40, -0.01, -0.12, -0.20, -0.14, -0.45, -0.03, -0.05, -0.12, -0.02, 0.07, 0.08, 0.07, 0.02, 0.06, 0.09, 0.09, 0.11, 0.11, 0.10, 0.12, 0.12, 0.08, 0.07, 0.08, 0.08, 0.09, 0.09, 0.07, -0.04, -0.43, -0.03, -0.14, -0.18, -0.12, -0.43, -0.03, -0.02, -0.13, -0.01, 0.08, 0.08, 0.08, 0.05, 0.06, 0.08, 0.10, 0.11, 0.09, 0.08, 0.12, 0.11, 0.06, 0.07, 0.09, 0.07, 0.08, 0.07, 0.06, -0.09, -0.27, -0.12, 0.06, 0.08, 0.06, 0.11, 0.10, 0.03, -0.08, -0.33, -0.08, 0.08, 0.06, 0.08, 0.11, 0.11, 0.10, -0.08, -0.37, -0.06, 0.08, 0.07, 0.07, 0.10, 0.10, 0.09, -0.09, -0.30, -0.11, 0.08, 0.07, 0.06, 0.10, 0.11, 0.07, -0.09, -0.32, -0.08, 0.09, 0.05, 0.07, 0.08, 0.11, 0.03, -0.09, -0.39, -0.05, 0.09, 0.08, 0.08, 0.12, 0.12, 0.10]
}

(2)
{
  "formula": "C4H4O3",
  "method": "ωB97M-V/def2-TZVPD",
  "e_tot_ev": -10349.5293,
  "homo_lumo_gap_ev": 9.152,
  "smiles": "O=CC1=CO1.C=O",
  "homo_energy_ev": -9.62,
  "e_above_lowest_ev": 5.683,
  "charge": 0,
  "elements": ["O", "C", "C", "C", "O", "H", "H", "C", "O", "H", "H"],
  "xyz": [[1.948, 1.377, -0.584], [1.399, 0.363, -0.956], [0.463, -0.333, -0.108], [0.332, -1.475, 0.544], [-0.250, -1.837, -0.547], [1.558, -0.105, -1.945], [0.531, -2.018, 1.463], [-1.486, 1.002, 0.526], [-2.218, 1.027, -0.432], [-0.672, 1.736, 0.693], [-1.606, 0.263, 1.347]],
  "lowdin_charge": [0.06, -0.24, -0.01, -0.12, 0.07, 0.14, 0.15, -0.21, 0.00, 0.09, 0.08]
}

(3)
{
  "formula": "C6H10BN2O2",
  "method": "ωB97M-V/def2-TZVPD",
  "e_tot_ev": -14129.3373,
  "homo_lumo_gap_ev": [8.434, 8.434],
  "homo_energy_ev": [-12.47, -12.47],
  "e_above_lowest_ev": 3.305,
  "charge": 1,
  "elements": ["B", "C", "C", "C", "C", "C", "C", "N", "N", "O", "O", "H", "H", "H", "H", "H", "H", "H", "H", "H", "H"],
  "xyz": [[-2.007, -0.582, -0.012], [1.101, 1.933, -0.016], [2.198, 1.163, -0.016], [-0.726, 0.262, -0.008], [-0.300, 1.540, -0.009], [1.229, -1.016, -0.010], [1.212, -2.457, 0.016], [2.244, -0.230, -0.003], [-1.208, 2.545, -0.041], [-3.135, 0.170, 0.058], [-1.933, -1.926, -0.070], [1.267, 3.002, -0.025], [3.175, 1.624, -0.022], [0.941, -2.817, -0.981], [2.178, -2.885, 0.299], [0.420, -2.807, 0.678], [3.192, -0.623, 0.013], [-0.930, 3.495, 0.128], [-2.183, 2.306, 0.046], [-3.977, -0.285, 0.059], [-2.759, -2.412, -0.085]],
  "lowdin_charge": [-0.72, 0.01, -0.05, 0.26, -0.33, 0.00, -0.03, 0.08, 0.16, 0.19, 0.19, 0.13, 0.13, 0.12, 0.10, 0.10, 0.18, 0.12, 0.11, 0.12, 0.12]
}